{
  "formula": "C9H14",
  "method": "ωB97M-V/def2-TZVPD",
  "species": ["C", "C", "C", "C", "C", "C", "C", "H", "H", "H", "H", "H", "H", "H", "H", "C", "C", "H", "H", "H", "H", "H", "H"],
  "xyz": [[1.76, -0.79, -1.57], [-1.62, -2.06, -0.35], [-0.56, -1.79, -1.18], [-1.53, -1.85, 1.03], [0.62, -1.15, -0.68], [-0.37, -1.16, 1.56], [0.68, -0.97, 0.72], [-2.49, -2.53, -0.79], [-0.82, -1.98, -2.21], [-2.37, -2.15, 1.64], [-0.46, -0.76, 2.56], [2.56, -0.27, -1.03], [1.30, -0.21, -2.37], [1.54, -0.52, 1.20], [2.30, -1.69, -1.87], [0.16, 2.55, 1.11], [-0.31, 2.45, -0.32], [-0.30, 3.35, 1.70], [-0.16, 1.70, 1.73], [1.24, 2.58, 1.18], [0.17, 1.59, -0.81], [0.04, 3.34, -0.84], [-1.38, 2.31, -0.41]],
  "lowdin_charge": [0.007, -0.026, 0.046, 0.074, -0.168, 0.027, -0.014, 0.130, 0.142, 0.135, 0.129, 0.100, 0.108, 0.137, 0.122, -0.166, -0.146, 0.073, 0.039, 0.070, 0.035, 0.075, 0.071],
  "s_squared": 0.768,
  "e_tot_ha": -350.99069,
  "charge": 1,
  "relative_energy_kj_mol": 48.1,
  "spin_multiplicity": 2
}

***

{
  "formula": "C33H31I2N9ORbS",
  "method": "ωB97M-V/def2-TZVPD",
  "species": ["Rb", "C", "C", "N", "C", "S", "N", "N", "C", "C", "C", "C", "C", "C", "C", "N", "H", "H", "H", "H", "H", "H", "H", "H", "H", "H", "H", "H", "H", "I", "C", "C", "C", "I", "C", "O", "C", "C", "N", "C", "C", "C", "C", "C", "C", "N", "C", "H", "H", "H", "H", "H", "H", "H", "H", "H", "H", "H", "N", "C", "C", "C", "C", "C", "C", "C", "N", "C", "C", "N", "C", "H", "H", "H", "H", "H", "H", "H"],
  "xyz": [[-0.24, 0.34, 0.61], [-6.92, -0.29, -0.64], [-6.03, 0.62, 0.20], [-4.89, -0.09, 0.76], [-3.74, -0.31, 0.00], [-2.86, -1.74, 0.32], [-3.53, 0.56, -0.96], [-2.32, 0.67, -1.52], [-2.27, 0.95, -2.78], [-3.52, 1.01, -3.62], [-0.94, 1.22, -3.34], [-0.74, 1.45, -4.71], [0.53, 1.65, -5.20], [1.60, 1.63, -4.32], [1.33, 1.42, -2.98], [0.11, 1.22, -2.49], [-7.71, 0.28, -1.14], [-7.39, -1.07, -0.03], [-6.31, -0.78, -1.40], [-6.60, 1.07, 1.01], [-5.64, 1.42, -0.43], [-5.13, -0.93, 1.27], [-4.24, 0.30, -3.22], [-3.34, 0.78, -4.67], [-3.97, 2.00, -3.55], [-1.58, 1.47, -5.38], [0.69, 1.82, -6.26], [2.62, 1.79, -4.66], [2.13, 1.40, -2.24], [1.71, -3.35, 7.50], [1.43, -2.04, 5.87], [0.54, -0.98, 5.97], [0.40, -0.14, 4.90], [-0.95, 1.48, 4.97], [1.13, -0.25, 3.67], [1.02, 0.59, 2.73], [1.99, -1.40, 3.61], [2.74, -1.67, 2.34], [1.86, -2.24, 1.32], [2.58, -2.86, 0.23], [1.71, -3.08, -0.99], [1.75, -4.28, -1.69], [0.98, -4.41, -2.84], [0.18, -3.35, -3.23], [0.20, -2.20, -2.45], [0.95, -2.06, -1.37], [2.14, -2.25, 4.69], [-0.03, -0.83, 6.88], [3.59, -2.33, 2.56], [3.14, -0.73, 1.94], [1.23, -2.90, 1.75], [3.06, -3.81, 0.51], [3.38, -2.17, -0.07], [2.38, -5.10, -1.35], [1.00, -5.34, -3.41], [-0.45, -3.42, -4.11], [-0.43, -1.35, -2.70], [2.82, -3.09, 4.62], [-7.60, 4.38, 6.56], [-6.68, 4.30, 5.88], [-5.53, 4.20, 5.03], [-5.36, 3.08, 4.21], [-4.27, 3.00, 3.37], [-3.34, 4.05, 3.34], [-3.51, 5.15, 4.16], [-4.59, 5.23, 5.01], [-2.26, 3.97, 2.45], [-0.97, 4.45, 2.66], [-0.28, 4.13, 1.54], [-1.10, 3.51, 0.63], [-2.27, 3.44, 1.19], [-6.08, 2.28, 4.25], [-4.11, 2.12, 2.76], [-2.79, 5.96, 4.13], [-4.73, 6.10, 5.65], [-0.67, 4.85, 3.61], [0.77, 4.28, 1.33], [-3.15, 3.01, 0.74]],
  "lowdin_charge": [0.690, -0.093, -0.282, -0.061, -0.941, 0.436, -0.050, -0.018, -0.296, -0.036, -0.237, -0.024, -0.083, -0.078, -0.146, 0.089, 0.064, 0.066, 0.068, 0.097, 0.091, 0.078, 0.063, 0.054, 0.085, 0.092, 0.100, 0.094, 0.109, 0.747, -0.746, -0.252, -0.602, 0.921, -0.527, -0.373, -0.162, -0.191, -0.055, -0.184, -0.271, -0.035, -0.079, -0.060, -0.123, 0.112, -0.140, 0.075, 0.112, 0.121, 0.126, 0.115, 0.128, 0.103, 0.100, 0.100, 0.090, 0.092, 0.146, -0.192, -0.236, -0.007, -0.004, -0.208, 0.001, -0.022, -0.034, -0.093, -0.136, 0.053, -0.157, 0.124, 0.114, 0.116, 0.119, 0.111, 0.104, 0.128],
  "e_tot_ha": -2861.93921,
  "charge": -1
}

***

{
  "formula": "C16H44N4O4",
  "method": "ωB97M-V/def2-TZVPD",
  "species": ["C", "C", "C", "O", "C", "N", "H", "H", "H", "H", "H", "H", "H", "H", "H", "H", "H", "C", "C", "C", "O", "C", "N", "H", "H", "H", "H", "H", "H", "H", "H", "H", "H", "H", "C", "C", "C", "O", "C", "N", "H", "H", "H", "H", "H", "H", "H", "H", "H", "H", "H", "C", "C", "C", "O", "C", "N", "H", "H", "H", "H", "H", "H", "H", "H", "H", "H", "H"],
  "xyz": [[-4.46, -5.51, 3.56], [-3.22, -4.89, 4.19], [-3.00, -3.37, 3.73], [-2.23, -2.65, 4.57], [-2.17, -1.23, 4.29], [-3.47, -4.88, 5.64], [-5.31, -4.83, 3.59], [-4.83, -6.41, 4.05], [-4.31, -5.80, 2.52], [-2.30, -5.42, 3.97], [-3.98, -2.93, 3.54], [-2.54, -3.32, 2.74], [-1.75, -1.04, 3.30], [-1.43, -0.81, 4.97], [-3.10, -0.67, 4.30], [-2.78, -4.17, 5.87], [-3.22, -5.82, 5.91], [3.18, 2.43, 1.91], [2.85, 3.60, 1.01], [3.97, 4.69, 0.64], [3.58, 5.72, -0.25], [2.82, 6.75, 0.37], [2.61, 2.99, -0.28], [2.61, 1.50, 1.84], [3.36, 2.76, 2.93], [4.17, 2.09, 1.60], [1.90, 4.05, 1.29], [4.67, 4.18, -0.01], [4.54, 5.02, 1.51], [2.78, 7.58, -0.33], [3.28, 7.13, 1.28], [1.86, 6.28, 0.60], [3.55, 2.83, -0.60], [2.14, 3.74, -0.76], [-0.74, -0.95, 0.19], [-0.13, 0.27, -0.38], [-0.67, 1.67, -0.10], [-2.11, 1.72, -0.28], [-2.63, 1.65, -1.60], [1.31, 0.08, -0.02], [-1.76, -1.10, -0.17], [-0.85, -0.71, 1.25], [-0.18, -1.87, 0.04], [-0.23, 0.27, -1.47], [-0.10, 2.36, -0.72], [-0.41, 2.01, 0.91], [-2.58, 0.71, -2.15], [-2.12, 2.38, -2.23], [-3.69, 1.82, -1.73], [1.68, 0.95, 0.34], [1.76, 0.03, -0.92], [-0.45, -0.63, -5.65], [0.47, -0.43, -4.38], [1.62, -1.41, -4.34], [1.06, -2.76, -4.35], [1.51, -3.33, -3.13], [0.82, 1.01, -4.30], [-0.99, -1.57, -5.55], [0.07, -0.60, -6.61], [-1.30, 0.04, -5.72], [-0.23, -0.54, -3.54], [2.28, -1.16, -3.51], [2.19, -1.38, -5.27], [2.59, -3.30, -2.97], [1.37, -4.36, -3.45], [0.80, -3.26, -2.31], [0.19, 1.76, -4.56], [1.69, 1.07, -4.81]],
  "lowdin_charge": [-0.083, -0.404, -0.245, -0.188, -0.055, 0.031, 0.073, 0.070, 0.070, 0.126, 0.118, 0.120, 0.060, 0.090, 0.092, 0.053, 0.072, -0.063, -0.410, -0.186, -0.195, -0.096, 0.019, 0.064, 0.078, 0.081, 0.128, 0.116, 0.119, 0.091, 0.086, 0.082, 0.076, 0.079, -0.074, -0.434, -0.168, -0.170, -0.121, 0.054, 0.074, 0.064, 0.075, 0.099, 0.106, 0.122, 0.073, 0.082, 0.083, -0.005, 0.058, -0.062, -0.407, -0.184, -0.172, -0.129, 0.026, 0.064, 0.073, 0.063, 0.110, 0.114, 0.128, 0.094, 0.084, 0.089, 0.067, 0.057],
  "e_tot_ha": -1155.77980,
  "charge": 0,
  "smiles": "COC[C@H](C)N.COC[C@H](C)N.COC[C@H](C)N.COC[C@H](C)N",
  "relative_energy_kj_mol": 369.3
}

***

{
  "formula": "C4H5AuLiO2",
  "method": "ωB97M-V/def2-TZVPD",
  "species": ["H", "C", "C", "C", "C", "O", "O", "Li", "Au", "H", "H", "H", "H"],
  "xyz": [[-0.25, -2.41, -0.69], [-0.76, -0.47, 0.14], [-0.77, 1.02, 0.35], [0.64, 1.50, -0.01], [1.35, 0.44, -0.79], [0.42, -0.45, -1.06], [-0.88, -1.28, 1.02], [-0.52, -3.21, 1.07], [1.45, -1.91, -1.38], [-1.07, 1.26, 1.38], [-1.56, 1.43, -0.30], [1.27, 1.69, 0.88], [0.66, 2.41, -0.61]],
  "lowdin_charge": [0.122, -0.122, 0.012, -0.022, 0.267, -0.253, 0.157, 0.858, 1.209, 0.190, 0.190, 0.190, 0.202],
  "s_squared": 2.022,
  "e_tot_ha": -447.52067,
  "charge": 3,
  "relative_energy_kj_mol": 0.0,
  "spin_multiplicity": 3
}

***

{
  "formula": "C6H12NO",
  "method": "ωB97M-V/def2-TZVPD",
  "species": ["C", "O", "C", "C", "C", "C", "C", "N", "H", "H", "H", "H", "H", "H", "H", "H", "H", "H", "H", "H"],
  "xyz": [[-1.27, 1.17, -1.32], [-2.14, 0.11, -1.12], [0.36, 0.89, -1.08], [0.54, 0.17, 0.22], [1.34, -1.09, 0.17], [1.80, -3.47, 0.98], [1.12, -2.21, 0.91], [0.83, 2.29, -1.11], [-1.24, 1.60, -2.41], [-1.55, 1.84, -0.47], [0.67, 0.25, -1.88], [-0.49, -0.14, 0.36], [0.66, 0.98, 0.99], [1.71, 2.56, -1.56], [2.25, -1.02, -0.44], [1.67, -4.10, 1.87], [2.47, -3.72, 0.16], [0.48, -2.02, 1.84], [-4.74, 3.37, 2.06], [-4.48, 2.55, 1.84]],
  "lowdin_charge": [-0.359, -0.281, -0.431, -0.230, -0.118, -0.038, -0.254, -0.006, 0.106, 0.096, 0.104, 0.079, 0.130, -0.037, 0.096, 0.012, 0.015, 0.113, -0.004, 0.006],
  "e_tot_ha": -365.51000,
  "charge": -1,
  "relative_energy_kj_mol": 705.5
}